12
Properties=species:S:1:pos:R:3:forces:R:3:lowdin_charge:R:1 method="wB97M-V/def2-TZVPD" smiles="O=CN1CCN1" energy_ev=-8233.306 e_homo_ev=-8.301 gap_ev=9.29
C -2.33423 0.37659 0.27571 3.957 -0.250 -1.890 -0.28
C 0.68768 -0.74815 0.37634 -1.094 0.633 0.615 -0.14
C 0.15869 0.67655 -0.05024 1.203 -0.582 0.739 -0.16
N -0.55470 -1.27328 -0.21536 -1.546 -0.448 -0.419 -0.03
N -1.07069 0.06520 -0.47592 -2.733 -0.917 0.821 -0.11
O -3.26532 -0.34140 0.31570 -0.832 -0.306 0.321 0.09
H -2.13537 1.37102 0.67702 -0.896 0.605 0.421 0.11
H 1.62325 -1.12273 0.00242 0.375 0.115 -0.432 0.09
H 0.64915 -0.91749 1.47095 0.182 0.096 -0.455 0.10
H 0.01274 1.44345 0.70817 0.297 0.044 0.176 0.10
H 0.73751 1.05303 -0.87613 0.103 0.438 -0.369 0.10
H -0.68653 -1.90254 -1.01680 0.984 0.572 0.472 0.12

=====

57
Properties=species:S:1:pos:R:3:forces:R:3:lowdin_charge:R:1 method="wB97M-V/def2-TZVPD" total_charge=+1 energy_ev=-111261.461 e_homo_ev=-8.883 gap_ev=2.72
O 5.68042 4.38565 4.33350 -1.437 3.690 -5.053 0.13
C 5.31170 5.05249 3.33514 1.842 -2.399 3.814 -0.23
F 6.08561 6.15639 2.83174 -2.520 -2.909 0.969 0.05
C 3.92891 4.59269 2.63840 0.582 2.524 0.239 -0.12
O 4.11532 3.21189 2.21160 -3.583 0.624 -2.259 -0.18
P 2.87369 2.72055 1.11870 2.474 -3.421 -0.940 0.75
O 3.21533 1.23755 0.76524 -0.791 3.138 1.392 -0.51
O 2.89333 3.56332 -0.34677 -0.281 -0.584 3.851 -0.08
O 1.36313 2.68547 1.91409 1.684 3.218 -1.940 0.01
B 0.58020 3.88133 1.69767 -1.315 0.943 -0.278 -0.61
O -0.88030 3.76370 1.86355 2.450 -0.645 2.317 0.09
O 1.08709 5.18615 1.37626 -0.557 -2.875 -0.916 0.12
H 3.09168 4.70317 3.42116 1.486 -0.356 -1.013 0.16
H 3.67542 5.32321 1.78665 0.485 -1.277 1.071 0.13
H 2.96226 4.54307 -0.21964 -0.074 -0.828 -0.154 0.10
H -0.98656 3.87699 2.85265 0.011 1.307 -1.898 0.08
H 0.67849 5.49396 0.52209 0.150 0.033 1.284 0.16
Li -1.50671 2.35891 3.60837 -1.462 -1.613 -0.312 0.89
O -3.99724 0.82178 3.19429 0.995 0.564 0.046 -0.41
S -5.30292 0.21576 2.88198 0.182 0.703 0.972 0.25
O -5.97266 1.00257 1.82674 0.271 0.253 -0.304 -0.47
O -6.14115 0.20384 4.08982 0.003 -0.343 -0.503 -0.30
O -5.10033 -1.17043 2.41080 0.318 -0.400 -0.130 -0.21
Al 4.04685 -0.59786 1.67021 -0.380 0.496 -0.384 0.98
C -3.16941 -2.66608 -1.16464 0.478 0.232 0.714 0.01
C -3.63910 -1.46761 -0.37411 -0.160 -1.870 -2.032 -0.67
O -4.65459 -0.88774 -0.81636 0.597 0.779 1.255 0.10
O -2.95056 -1.19186 0.64508 -0.862 0.894 0.474 0.10
H -3.81484 -2.84699 -2.03312 -0.303 -0.022 0.042 0.09
H -2.14978 -2.50104 -1.52008 -0.042 0.002 -0.090 0.06
H -3.18509 -3.55768 -0.53179 -0.116 -0.037 -0.136 0.08
C 2.41596 -3.62530 -1.26213 0.342 0.023 -0.047 0.01
N 1.45710 -4.60562 -0.68934 -0.357 -0.438 0.310 -0.44
O 1.89302 -5.40603 0.12406 -0.274 0.417 -0.446 0.06
O 0.30264 -4.53582 -1.07642 0.706 0.052 0.309 0.08
H 3.39998 -3.80267 -0.82998 -0.187 -0.089 -0.018 0.09
H 2.43612 -3.77603 -2.34106 -0.132 0.153 0.112 0.10
H 2.05720 -2.62797 -1.00833 -0.096 -0.121 -0.166 0.06
N -5.45834 -5.37634 -1.59234 -0.175 -0.930 0.119 -0.60
O -6.15943 -6.30198 -2.00748 0.181 0.512 0.081 0.07
O -5.59918 -4.23422 -2.05871 0.117 0.233 -0.056 0.07
O -4.61421 -5.58262 -0.71070 -0.021 0.302 -0.118 0.06
C -0.35750 -0.18144 -3.36094 -0.065 0.012 0.258 -0.17
O -0.38090 -1.50763 -2.85981 0.283 -0.086 0.078 -0.14
H -0.61395 -0.19940 -4.42076 -0.024 -0.107 0.129 0.09
H -1.08800 0.42815 -2.82218 -0.020 0.176 -0.163 0.08
H 0.64332 0.23777 -3.23777 -0.180 0.270 -0.146 0.00
H -0.15103 -1.46339 -1.92222 -0.194 -0.152 -0.240 0.06
Na -7.85178 1.49588 1.31305 -0.303 -0.152 -0.073 0.82
O 1.18638 -2.90304 2.14894 -0.061 0.394 -0.145 -0.09
H 0.47153 -2.41946 1.71360 -0.064 -0.214 0.098 0.04
H 0.74266 -3.66134 2.55175 0.137 0.003 -0.093 0.06
C 3.46362 0.31422 -4.44848 0.129 -0.026 -0.343 -0.99
Cl 3.01067 -0.52804 -2.96101 0.288 -0.213 0.109 0.54
Cl 3.33063 2.06629 -4.25552 0.019 -0.003 -0.051 0.51
H 4.49352 0.06241 -4.69821 -0.160 0.082 0.163 0.03
H 2.80042 -0.00532 -5.25159 -0.012 0.079 0.238 0.04